Record 1
{"formula": "C5H16NO4", "method": "wB97M-V/def2-TZVPD", "elements": ["H", "O", "H", "C", "H", "C", "C", "H", "C", "H", "H", "H", "H", "O", "O", "N", "H", "H", "H", "C", "O", "H", "H", "H", "H", "H"], "positions_angstrom": [[1.724, -0.613, -2.629], [1.662, -1.568, 0.768], [-1.724, -2.779, -2.226], [-1.418, 1.750, 0.967], [-0.711, 3.100, -0.586], [-1.647, 0.269, 1.121], [0.368, 1.296, -0.806], [-2.689, -0.112, 1.135], [0.219, 0.144, -1.428], [-1.715, 1.912, -1.193], [-2.345, 2.289, 1.109], [0.641, -1.715, -2.078], [2.058, -1.727, 1.630], [-1.036, -2.572, -1.585], [-0.829, -0.578, 1.405], [1.179, -0.873, -1.808], [2.327, 0.826, 1.804], [1.325, 1.608, -0.434], [1.710, -1.217, -0.980], [-0.904, 2.026, -0.469], [1.468, 1.246, 1.732], [-0.630, 2.046, 1.645], [-0.878, -3.391, -1.101], [0.798, -1.144, 0.990], [1.468, 1.929, 2.412], [-0.780, -0.121, -1.747]], "forces_ev_per_a": [[0.5, 0.1, 0.3], [-0.5, 0.3, 0.0], [0.0, -0.1, 0.0], [0.7, -0.7, -1.0], [0.1, 0.0, 0.4], [-0.9, -0.7, 1.5], [-0.2, -1.0, -0.3], [-0.1, 0.5, -0.5], [-1.5, 0.4, -0.6], [0.2, -0.7, -0.1], [-0.1, 0.1, 0.2], [-0.3, 0.2, 0.1], [0.2, -0.2, -0.1], [0.2, -0.1, -0.1], [0.3, 0.4, -0.5], [0.1, -0.7, -0.1], [0.2, -0.1, 0.0], [0.1, 0.4, 0.1], [0.5, 0.4, 0.0], [0.2, 1.5, -0.2], [0.1, 0.3, 0.3], [-0.2, 0.1, 0.3], [-0.1, 0.0, 0.1], [0.3, -0.1, 0.1], [0.1, 0.0, 0.1], [0.1, -0.2, 0.0]], "gap_ev": 10.4, "charge": 1, "energy_ev": -15117.71234}

---

Record 2
{"formula": "C5H16NO5", "method": "wB97M-V/def2-TZVPD", "elements": ["O", "H", "H", "H", "H", "N", "O", "C", "H", "H", "H", "H", "H", "O", "C", "H", "C", "H", "H", "H", "H", "H", "C", "O", "O", "C", "H"], "positions_angstrom": [[-3.444, 1.147, 0.451], [-3.640, 0.978, 1.432], [2.678, 0.288, -1.856], [-1.466, 0.909, 3.034], [0.411, 0.464, 2.722], [1.803, 0.761, -2.135], [-2.368, 1.392, 2.837], [1.534, -2.042, -0.997], [0.027, -0.970, 0.146], [1.256, -2.956, -0.403], [-2.599, 1.630, 0.542], [1.948, 1.756, -2.337], [-2.231, 2.264, 2.886], [0.655, 0.636, 1.233], [1.373, 0.970, 0.282], [-0.843, -2.347, -2.209], [0.332, -0.880, -0.993], [0.021, 1.268, -1.345], [-0.516, -0.782, 3.214], [-0.269, -0.596, -2.948], [-1.574, -0.794, -1.862], [1.967, -2.402, -2.005], [-0.681, -1.275, -2.073], [2.478, 1.517, 0.458], [-0.241, 0.148, 3.553], [0.801, 0.566, -1.107], [2.583, -1.652, -0.521]], "forces_ev_per_a": [[-0.3, 0.1, 1.4], [0.7, 0.3, -2.0], [-0.6, 0.9, -0.2], [-1.2, 0.7, 0.1], [-1.4, -0.7, 1.3], [0.3, -0.5, -1.0], [-0.1, -5.4, 0.2], [2.5, 1.4, 0.0], [-0.2, 0.1, -2.6], [0.0, 1.0, -0.6], [-0.5, -0.6, 0.0], [0.3, -0.8, 0.5], [0.9, 5.1, 0.4], [-2.0, -0.6, 1.7], [1.7, 0.6, 0.5], [0.3, 0.3, -0.4], [1.1, -3.0, 2.2], [-0.9, 0.0, 0.1], [0.8, 2.3, 0.9], [-0.8, -2.3, 0.8], [-2.1, 0.7, 0.6], [-1.3, 0.6, 1.1], [2.5, 2.0, -1.0], [-0.1, 0.0, -1.4], [0.9, -1.9, -2.4], [2.1, 0.1, 0.5], [-2.6, -0.6, -0.6]], "gap_ev": 8.5, "charge": -1, "energy_ev": -17172.95191}

---

Record 3
{"formula": "C5H16NOSn", "method": "wB97M-V/def2-TZVPD", "elements": ["H", "N", "H", "H", "C", "H", "H", "O", "H", "H", "H", "H", "H", "C", "C", "H", "C", "H", "H", "C", "H", "H", "H", "Sn"], "positions_angstrom": [[-0.715, -1.274, -1.993], [1.369, 0.804, -1.246], [2.092, 0.318, -0.808], [-2.513, -1.503, -2.415], [0.847, 1.989, 2.460], [0.036, 1.534, 4.414], [-0.731, -1.406, 1.350], [1.331, 0.936, 1.572], [1.454, 2.889, 2.233], [-1.915, -0.069, -1.795], [1.441, 0.761, -2.224], [-1.446, -0.287, -3.383], [1.659, -1.060, 1.892], [0.976, 1.466, 3.880], [-1.641, -0.829, -2.451], [3.063, 0.008, 2.212], [1.470, 0.034, 3.753], [-0.207, 2.204, 2.183], [2.246, -0.275, 4.452], [1.971, -0.097, 2.314], [1.334, 1.746, -0.940], [1.696, 2.051, 4.414], [0.632, -0.648, 3.929], [-0.191, -0.136, 0.431]], "forces_ev_per_a": [[-0.9, 0.2, -0.8], [-0.1, 1.2, -0.8], [1.4, -0.9, 0.6], [0.5, -0.1, -0.7], [-0.2, 0.5, -0.7], [-0.2, -0.1, 0.0], [-0.5, -1.7, 2.1], [0.4, 0.8, 1.1], [-0.2, -0.4, 0.3], [-0.4, 1.5, 1.4], [0.2, -0.2, -1.7], [-0.1, -0.7, -0.2], [0.3, 0.2, -0.1], [0.3, 0.2, 0.1], [0.6, -1.0, -0.2], [-0.2, 0.0, 0.1], [-0.3, -0.8, -0.1], [0.6, -0.3, -0.1], [0.1, 0.3, 0.2], [0.5, -0.6, 0.9], [0.2, 1.1, 0.2], [0.4, 0.5, 0.4], [0.1, 0.0, -0.3], [-2.7, 0.1, -1.8]], "gap_ev": [3.2, 3.2], "charge": -1, "energy_ev": -14808.28197}

---

Record 4
{"formula": "C5H16NS2", "method": "wB97M-V/def2-TZVPD", "elements": ["S", "C", "C", "H", "C", "H", "H", "H", "H", "H", "H", "H", "H", "H", "H", "C", "H", "H", "H", "H", "H", "S", "N", "C"], "positions_angstrom": [[-2.167, 0.745, 2.293], [0.968, 0.136, -1.900], [2.427, 0.187, -2.386], [1.208, 2.394, 1.080], [0.694, -1.110, -1.088], [0.284, 0.199, -2.750], [-1.392, -1.052, -1.342], [3.108, -0.013, -1.560], [2.626, 1.183, -2.770], [0.172, 2.949, 2.432], [-1.789, -1.568, 3.071], [0.834, -2.007, -1.692], [-0.843, -0.340, 0.090], [-0.902, -1.985, -0.055], [-3.469, -1.025, 3.203], [0.222, 2.348, 1.530], [0.805, 1.030, -1.292], [-2.821, -1.472, 1.628], [-0.565, 2.634, 0.837], [2.599, -0.547, -3.171], [1.351, -1.173, -0.222], [-0.058, 0.617, 2.064], [-0.714, -1.129, -0.582], [-2.579, -1.001, 2.582]], "forces_ev_per_a": [[0.4, 0.0, 0.1], [0.4, 0.4, 0.0], [-0.5, -0.2, 0.1], [0.0, 0.0, 0.0], [0.3, -0.1, -0.4], [0.0, 0.0, 0.0], [0.0, 0.0, 0.0], [0.1, 0.0, 0.0], [0.1, 0.0, -0.1], [0.1, 0.2, -0.1], [0.1, 0.2, 0.2], [0.0, 0.0, 0.0], [0.1, -0.1, -0.1], [-0.1, 0.1, -0.1], [0.0, 0.1, 0.1], [-0.5, -0.5, 0.5], [-0.2, -0.1, 0.1], [0.0, -0.1, 0.1], [0.1, 0.1, -0.1], [0.1, 0.0, 0.0], [-0.1, 0.0, 0.1], [-0.3, 0.0, -0.2], [-0.1, 0.1, 0.3], [0.1, 0.0, -0.5]], "gap_ev": 8.6, "charge": 1, "energy_ev": -28598.88878}

---

Record 5
{"formula": "C5H16NSi", "method": "wB97M-V/def2-TZVPD", "elements": ["H", "C", "H", "H", "H", "C", "H", "H", "H", "H", "H", "H", "H", "C", "H", "C", "H", "N", "C", "Si", "H", "H", "H"], "positions_angstrom": [[-0.179, 2.342, 2.135], [-1.040, -0.015, 0.708], [-2.795, -1.512, 1.908], [1.795, -0.620, -2.936], [1.679, 0.544, -0.891], [2.147, -1.045, 0.202], [1.810, -0.597, 1.233], [-3.513, -1.234, -0.477], [0.150, -0.491, -2.297], [3.208, -0.734, 0.085], [-1.510, -2.350, -0.318], [0.897, 2.121, 0.832], [1.895, -2.016, 0.279], [1.092, -0.925, -2.151], [-2.196, 1.772, 1.001], [-1.282, 1.464, 0.537], [-0.167, -0.289, 1.188], [1.392, -0.397, -0.816], [-0.120, 2.294, 1.084], [-2.329, -1.401, 0.494], [1.053, -1.965, -2.239], [-1.557, 1.636, -0.514], [-0.429, 3.419, 0.953]], "forces_ev_per_a": [[0.1, -0.8, 1.6], [-2.4, 2.1, -1.5], [0.4, -0.3, -0.3], [0.0, 0.3, 0.3], [0.2, 1.1, -0.2], [0.9, 4.4, 1.8], [0.8, -0.6, -1.6], [0.8, 0.5, 0.9], [-1.4, 0.2, -1.2], [-0.3, -1.1, 0.4], [0.0, -0.3, 0.9], [0.6, -0.3, -0.8], [-0.1, -3.6, -0.1], [1.2, 1.3, 0.3], [-0.9, -0.1, 0.6], [2.3, -1.7, -0.2], [1.8, -0.5, 1.1], [-1.7, -0.3, 0.2], [-2.4, 3.5, -0.3], [-0.7, -0.3, -1.6], [-0.3, -1.7, 0.5], [0.3, -0.1, -0.2], [1.0, -1.9, -0.5]], "gap_ev": 6.6, "charge": 1, "energy_ev": -14800.92294}

---

Record 6
{"formula": "C5H16NSi", "method": "wB97M-V/def2-TZVPD", "elements": ["C", "H", "H", "H", "H", "H", "H", "C", "H", "H", "H", "Si", "H", "H", "H", "H", "N", "H", "H", "C", "C", "C", "H"], "positions_angstrom": [[0.030, 0.332, 0.397], [0.426, 0.247, 1.479], [0.562, 2.783, 0.687], [0.843, 1.092, -1.395], [2.200, 2.921, -0.049], [1.101, -1.432, -0.160], [1.776, 1.839, 1.514], [-0.274, -1.583, -1.562], [-2.103, 0.898, 1.692], [-1.867, -1.629, 0.838], [-2.496, 0.098, -0.700], [-1.845, 1.102, 0.243], [-1.184, -1.369, -2.118], [-1.828, 2.443, -0.154], [2.102, 0.465, -0.393], [-0.600, -3.007, 0.702], [0.024, -1.202, -0.126], [0.058, -2.554, -1.802], [0.477, -1.005, -2.172], [-0.761, -1.896, 0.837], [1.440, 2.282, 0.489], [1.157, 1.060, -0.308], [-0.408, -1.538, 1.850]], "forces_ev_per_a": [[5.5, -4.1, 1.0], [-1.4, 0.1, -0.8], [-1.8, 1.6, 0.3], [0.4, 1.0, 0.8], [-0.8, -0.6, 1.1], [-2.6, 0.3, 1.1], [0.0, 1.4, -1.7], [1.8, 2.5, -2.0], [1.2, 0.0, 1.0], [1.5, -0.4, -0.7], [1.1, 0.3, 0.0], [-3.6, 0.5, -1.4], [-0.6, 0.1, 1.3], [-0.3, 1.3, -0.4], [-0.7, -0.4, 0.5], [-0.5, 1.2, 0.4], [1.4, 1.1, -1.9], [0.1, -1.7, 0.6], [-0.6, -0.2, 0.6], [-0.9, -2.0, 2.7], [3.1, -0.7, 0.6], [-1.9, -0.5, -2.2], [-0.3, -1.0, -0.9]], "multiplicity": 3, "gap_ev": [4.4, 6.6], "s2": 2.006, "charge": 1, "energy_ev": -14796.02744}

---

Record 7
{"formula": "C5H16O2", "method": "wB97M-V/def2-TZVPD", "elements": ["H", "H", "H", "C", "H", "C", "O", "C", "H", "H", "H", "C", "H", "H", "H", "H", "O", "H", "C", "H", "H", "H", "H"], "positions_angstrom": [[-1.916, 0.396, -1.692], [3.218, 0.668, -0.081], [0.329, -0.393, -2.096], [-0.014, -0.354, -1.060], [-2.455, 1.084, 1.965], [-2.206, -0.311, 0.306], [2.200, 1.057, 1.543], [-1.547, -0.416, -1.063], [0.305, 0.619, -0.671], [-1.858, -1.346, -1.544], [1.716, -1.459, -0.387], [-1.964, 1.024, 0.998], [-0.895, 1.203, 1.157], [1.455, 0.436, 1.548], [4.482, 0.569, -0.936], [0.386, -1.465, 0.784], [3.530, 0.436, -0.972], [1.806, 1.933, 1.608], [0.635, -1.495, -0.281], [-3.280, -0.469, 0.195], [-1.870, -1.122, 0.961], [0.268, -2.450, -0.669], [-2.321, 1.854, 0.385]], "forces_ev_per_a": [[-0.1, 0.1, -0.1], [-0.1, 0.0, -0.1], [0.1, 0.0, 0.1], [-0.2, 0.0, 0.1], [-0.1, 0.0, 0.1], [-0.1, -0.1, 0.2], [-0.2, -0.2, 0.0], [0.2, 0.0, 0.0], [0.1, -0.1, 0.0], [0.0, -0.1, 0.0], [0.1, -0.1, 0.0], [0.3, 0.1, -0.2], [-0.1, 0.0, 0.0], [0.2, 0.2, 0.0], [0.0, 0.0, -0.1], [0.0, 0.0, 0.0], [0.0, 0.0, 0.2], [0.0, 0.0, 0.0], [-0.2, 0.1, -0.1], [-0.1, 0.1, 0.0], [0.1, 0.0, -0.1], [0.1, 0.0, 0.1], [-0.1, 0.0, 0.0]], "smiles": "CCCCC.O.O", "gap_ev": 11.6, "charge": 0, "energy_ev": -9539.82986}

---

Record 8
{"formula": "C5H16O3", "method": "wB97M-V/def2-TZVPD", "elements": ["H", "H", "H", "H", "H", "C", "H", "H", "H", "C", "H", "C", "H", "H", "O", "H", "C", "H", "O", "C", "H", "H", "H", "O"], "positions_angstrom": [[-0.205, 1.862, -3.060], [-0.317, -1.177, -3.432], [-0.123, -2.608, -0.469], [-0.666, -0.741, 1.023], [1.738, -1.303, 1.966], [1.825, 0.714, 1.444], [2.421, 1.358, 0.752], [-1.591, -0.562, -3.309], [-2.594, 1.301, 0.412], [-0.749, 0.394, 1.151], [-1.291, -1.833, -0.798], [2.181, -0.732, 1.020], [0.256, 2.098, 1.743], [2.086, 0.971, 2.439], [-1.084, -2.593, -0.233], [3.164, -0.990, 1.285], [0.441, 1.058, 1.415], [0.249, 0.792, -2.082], [0.016, 0.793, -3.012], [-2.005, 1.116, 1.315], [1.951, -1.116, 0.008], [-2.638, 0.412, 1.902], [-1.884, 2.166, 1.540], [-1.181, -1.379, -3.019]], "forces_ev_per_a": [[0.9, -4.1, -0.3], [-0.3, -0.7, 0.5], [-1.0, -0.6, 0.6], [-0.6, 1.8, -0.1], [-0.1, 0.2, -2.6], [2.0, -1.1, -2.8], [-0.5, 0.2, 0.6], [-0.6, 0.1, 0.3], [0.1, -0.9, -0.6], [4.6, -0.5, 0.4], [-0.7, -0.2, -0.1], [-1.8, -0.8, 3.7], [0.2, -0.3, -0.3], [1.2, -0.2, 1.0], [1.6, 0.5, -0.6], [1.9, 0.2, -0.4], [-4.9, 0.7, -0.7], [0.1, -0.6, 0.6], [-0.6, 5.6, -0.2], [-1.7, -0.9, -0.8], [-0.4, 0.4, 0.8], [-0.1, 1.4, 0.3], [0.2, 0.0, 1.4], [0.6, -0.3, -0.7]], "smiles": "C/C=C/CC.O.O.O", "gap_ev": 9.0, "charge": 0, "energy_ev": -11584.51364}

---

Record 9
{"formula": "C5H17N2O", "method": "wB97M-V/def2-TZVPD", "elements": ["H", "H", "H", "C", "H", "C", "N", "H", "C", "C", "N", "H", "H", "H", "H", "C", "O", "H", "H", "H", "H", "H", "H", "H", "H"], "positions_angstrom": [[1.433, -2.471, 0.782], [0.184, 1.119, 0.190], [-0.937, -2.832, 0.200], [-0.629, -1.711, 0.351], [1.091, -2.087, -0.927], [0.958, -1.742, 0.078], [1.543, -0.351, 0.182], [2.219, 0.906, 1.640], [-1.249, -0.714, -0.585], [1.884, -0.129, 1.601], [-0.720, 1.327, 0.744], [-0.770, 2.316, 0.374], [0.141, 1.292, -2.684], [-0.787, -1.505, 1.407], [1.025, -0.332, 2.226], [-1.813, 0.440, 0.036], [-0.135, 2.113, -2.089], [2.681, -0.668, 2.112], [-2.408, 0.176, 0.940], [2.352, -0.327, -0.347], [-0.416, -0.333, -1.415], [-0.361, 2.828, -2.821], [-0.731, 1.290, 1.742], [-2.313, 1.138, -0.637], [-1.996, -1.109, -1.433]], "forces_ev_per_a": [[-0.2, 0.7, -0.5], [-0.3, -0.9, 1.7], [0.2, 2.2, 0.2], [2.1, -2.7, -0.8], [0.1, -0.3, -0.6], [-1.1, 0.6, 1.0], [-2.0, -2.2, 2.3], [-0.3, 0.3, 0.6], [1.2, -1.4, -5.7], [0.4, 1.1, -0.2], [0.7, 1.5, -4.2], [-0.7, -1.0, 1.0], [-0.8, 2.6, 1.8], [-0.3, 0.2, 0.1], [-0.4, 0.4, 0.1], [-1.0, 2.7, 2.8], [0.1, -0.4, -4.0], [0.3, -0.7, -0.7], [-0.3, 0.1, -1.1], [2.0, 0.2, -1.3], [-1.7, -0.8, 2.3], [0.7, -2.1, 2.3], [0.5, -0.1, 0.5], [-0.1, -0.4, 0.2], [1.1, 0.4, 2.4]], "gap_ev": 10.6, "charge": 1, "energy_ev": -10480.69533}

---

Record 10
{"formula": "C5H17N2O", "method": "wB97M-V/def2-TZVPD", "elements": ["H", "H", "C", "H", "H", "H", "N", "H", "H", "C", "N", "C", "H", "C", "H", "H", "H", "H", "H", "H", "C", "H", "H", "O", "H"], "positions_angstrom": [[2.175, 1.685, 0.119], [-2.258, -0.150, -0.133], [-0.513, -0.979, 0.842], [2.353, 0.101, -2.202], [1.631, 2.992, -0.971], [-1.577, 1.675, -1.229], [0.064, -1.855, -0.302], [-0.511, -2.689, -0.491], [-0.996, -2.876, 1.866], [1.443, 2.484, -0.008], [-0.003, 2.275, 0.008], [-1.358, 0.205, 0.370], [1.609, 3.211, 0.787], [-1.277, -1.829, 1.843], [-1.704, 0.775, 1.237], [-1.132, -1.373, 2.821], [0.975, -2.298, -0.136], [2.258, -1.269, -2.921], [-2.365, -1.771, 1.699], [-0.315, 2.287, 0.984], [-0.730, 1.247, -0.651], [0.372, -0.507, 1.299], [0.156, -1.346, -1.184], [1.940, -0.768, -2.149], [-0.235, 0.771, -1.498]], "forces_ev_per_a": [[-0.7, -0.8, -0.1], [-0.1, -0.1, 0.1], [1.2, 0.4, 0.1], [0.2, -0.2, -0.2], [0.4, -0.2, 0.2], [0.0, 0.3, 0.7], [-0.9, -0.5, -0.1], [-0.4, 0.5, 0.1], [0.3, 0.0, 0.1], [-0.6, 2.5, -0.9], [1.5, -2.8, 1.8], [-0.3, 0.4, -1.4], [0.3, 0.0, -0.1], [-0.7, 0.6, 0.3], [0.0, -0.3, 0.1], [0.2, -0.3, 0.2], [0.2, 0.7, 0.4], [0.0, 0.3, 0.3], [0.3, -0.1, -0.3], [-0.5, 1.1, -0.2], [-1.2, -0.8, -1.0], [0.0, -0.7, 0.0], [0.4, 0.0, -0.1], [-0.3, -0.1, 0.0], [0.9, 0.2, 0.2]], "multiplicity": 2, "gap_ev": [12.9, 7.9], "s2": 0.754, "charge": 2, "energy_ev": -10469.82236}

---

The records above yield energy above the lowest of the compared OMol25 structures with the same formula, charge and spin values of 0.000; 0.987; 0.000; 0.633; 4.495; 5.645; 0.000; 2.386; 2.239; 0.988 eV, respectively.